[1]
Here is the molecule C20H19N3O4S from the Open Molecules 2025 dataset. Energies are from ωB97M-V/def2-TZVPD.

Energy relative to the best compared isomer or geometry (same formula, charge and spin), eV: 0.356
HOMO energy, eV: -8.408
Structure (SMILES): COc1ccc(S(=O)(=O)NCc2ccccn2)cc1NC(=O)c1ccccc1
HOMO-LUMO gap, Ha: 0.326
Net charge: 0
LUMO level, eV: 0.46

```
47
C20H19N3O4S (ωB97M-V/def2-TZVPD)
C 1.85 3.60 0.44
O 1.65 2.28 0.00
C 0.38 1.89 -0.34
C -0.74 2.70 -0.28
C -1.98 2.19 -0.62
C -2.09 0.88 -1.03
S -3.69 0.21 -1.44
O -4.71 1.05 -0.86
O -3.76 -0.05 -2.85
N -3.65 -1.28 -0.69
C -4.07 -1.31 0.70
C -3.15 -0.41 1.50
C -3.57 0.84 1.92
C -2.67 1.65 2.60
C -1.38 1.17 2.82
C -1.07 -0.10 2.37
N -1.93 -0.87 1.73
C -0.99 0.05 -1.12
C 0.26 0.54 -0.77
N 1.43 -0.21 -0.80
C 1.59 -1.52 -1.17
O 0.69 -2.25 -1.51
C 3.00 -1.99 -1.07
C 4.10 -1.17 -1.33
C 5.38 -1.68 -1.25
C 5.59 -3.01 -0.92
C 4.50 -3.83 -0.67
C 3.22 -3.33 -0.76
H 1.28 3.80 1.35
H 1.58 4.33 -0.33
H 2.91 3.68 0.65
H -0.66 3.72 0.04
H -2.87 2.80 -0.57
H -4.05 -2.00 -1.27
H -5.10 -0.98 0.82
H -3.96 -2.34 1.06
H -4.57 1.18 1.71
H -2.96 2.63 2.94
H -0.65 1.77 3.34
H -0.09 -0.53 2.52
H -1.10 -0.97 -1.44
H 2.24 0.29 -0.49
H 3.95 -0.14 -1.62
H 6.22 -1.04 -1.46
H 6.59 -3.40 -0.85
H 4.66 -4.87 -0.42
H 2.36 -3.96 -0.59
```


[2]
Here is a cluster of 2 separate species, C2H10NS2 in total from the Open Molecules 2025 dataset. Energies are from ωB97M-V/def2-TZVPD.

Energy relative to the best compared isomer or geometry (same formula, charge and spin), eV: 1.411
⟨S²⟩: 0.753
HOMO energy (alpha / beta), eV: -3.622 / -7.440
2S+1: 2
HOMO-LUMO gap (alpha / beta), Ha: 0.131 / 0.265
Net charge: 0
LUMO level (alpha / beta), eV: -0.05 / -0.24

```
15
C2H10NS2 (ωB97M-V/def2-TZVPD)
C -2.08 1.00 -0.95
N -1.11 0.82 0.09
H -1.79 1.72 -1.69
H -3.09 1.08 -0.43
H -2.11 -0.02 -1.45
H -1.47 1.35 0.87
H -1.28 -0.08 0.48
H -0.03 1.03 -0.13
C 1.52 -2.04 0.58
S 1.95 -0.44 1.49
S 1.88 1.01 -0.08
H 0.54 -2.33 1.16
H 1.47 -1.72 -0.46
H 2.34 -2.78 0.80
H 3.26 1.40 -0.25
```


[3]
Here is a cluster of 5 separate species, C40H57FNO2PS2Si in total from the Open Molecules 2025 dataset. Energies are from ωB97M-V/def2-TZVPD.

HOMO energy, eV: -8.004
Structure (SMILES): C=C[Si@](CCF)(CCCCN(CCCC)C(=S)SCCC)P(O)O.c1ccccc1.c1ccccc1.c1ccccc1.c1ccccc1
HOMO-LUMO gap, Ha: 0.304
Net charge: 0
LUMO level, eV: 0.26

```
105
C40H57FNO2PS2Si (ωB97M-V/def2-TZVPD)
C 4.41 0.90 -0.79
C 4.08 2.03 -0.15
Si 2.63 3.07 -0.69
C 3.36 4.66 -1.47
C 4.53 4.28 -2.37
F 4.61 5.11 -3.48
C 1.53 3.47 0.78
C 1.26 2.29 1.72
C 0.28 1.25 1.14
C 0.70 -0.20 1.42
N 0.63 -1.10 0.26
C 1.47 -2.30 0.51
C 2.95 -2.17 0.16
C 3.31 -2.34 -1.32
C 2.52 -1.44 -2.29
C -0.62 -1.41 -0.22
S -0.87 -2.23 -1.61
S -2.04 -0.92 0.73
C -3.18 -0.36 -0.59
C -4.21 0.62 0.00
C -4.57 1.74 -0.99
P 1.36 1.99 -2.21
O 0.12 3.03 -2.47
O 2.18 2.05 -3.65
H 3.71 0.45 -1.48
H 5.36 0.40 -0.65
H 4.71 2.37 0.68
H 2.59 5.15 -2.06
H 3.70 5.31 -0.66
H 5.46 4.32 -1.81
H 4.44 3.26 -2.74
H 0.57 3.90 0.47
H 2.04 4.25 1.35
H 0.83 2.72 2.63
H 2.21 1.82 1.99
H -0.66 1.40 1.67
H 0.06 1.42 0.09
H 0.19 -0.60 2.30
H 1.76 -0.16 1.68
H 1.45 -2.46 1.60
H 1.02 -3.19 0.08
H 3.37 -1.27 0.60
H 3.43 -3.00 0.70
H 3.17 -3.38 -1.60
H 4.36 -2.08 -1.43
H 2.06 -0.58 -1.80
H 1.78 -2.01 -2.83
H 3.21 -1.05 -3.05
H -3.63 -1.24 -1.03
H -2.55 0.14 -1.31
H -5.11 0.07 0.26
H -3.77 1.07 0.89
H -3.87 1.80 -1.82
H -4.59 2.71 -0.50
H -5.56 1.57 -1.41
H 0.37 3.95 -2.34
H 2.71 1.25 -3.70
C -2.76 4.66 5.15
C -2.73 5.51 4.05
C -2.63 4.98 2.77
C -2.55 3.61 2.59
C -2.56 2.76 3.69
C -2.67 3.29 4.97
H -2.86 5.07 6.15
H -2.80 6.58 4.19
H -2.61 5.64 1.91
H -2.47 3.19 1.60
H -2.49 1.69 3.55
H -2.69 2.63 5.83
C 6.08 -5.73 1.44
C 6.22 -4.83 0.40
C 6.43 -5.29 -0.89
C 6.49 -6.65 -1.14
C 6.35 -7.56 -0.10
C 6.14 -7.10 1.19
H 5.91 -5.37 2.45
H 6.17 -3.76 0.59
H 6.54 -4.58 -1.70
H 6.65 -7.01 -2.15
H 6.41 -8.62 -0.29
H 6.03 -7.80 2.01
C -8.75 4.33 4.12
C -8.58 3.37 3.13
C -7.30 2.94 2.80
C -6.20 3.47 3.45
C -6.36 4.43 4.43
C -7.64 4.87 4.77
H -9.74 4.67 4.39
H -9.44 2.96 2.63
H -7.17 2.19 2.03
H -5.20 3.13 3.19
H -5.50 4.85 4.93
H -7.77 5.62 5.53
C -0.89 -7.24 -4.49
C -1.52 -7.24 -5.73
C -1.90 -6.03 -6.31
C -1.65 -4.84 -5.65
C -1.03 -4.85 -4.41
C -0.65 -6.05 -3.83
H -0.59 -8.18 -4.04
H -1.71 -8.17 -6.24
H -2.39 -6.03 -7.27
H -1.94 -3.90 -6.10
H -0.84 -3.91 -3.89
H -0.16 -6.05 -2.86
```


[4]
Here is the ion C4H10N2 with charge -1 from the Open Molecules 2025 dataset. Energies are from ωB97M-V/def2-TZVPD.

Energy relative to the best compared isomer or geometry (same formula, charge and spin), eV: 0.213
⟨S²⟩: 0.750
HOMO energy (alpha / beta), eV: 1.320 / -5.654
2S+1: 2
HOMO-LUMO gap (alpha / beta), Ha: 0.113 / 0.365
Net charge: -1
LUMO level (alpha / beta), eV: 4.39 / 4.29

```
16
C4H10N2 (ωB97M-V/def2-TZVPD)
C -0.26 -0.48 2.06
C 0.22 0.76 1.28
C 0.80 0.44 -0.08
N -0.28 -0.19 -0.89
C 0.07 -0.44 -2.20
N -0.56 -0.51 -3.31
H -0.05 -0.30 3.11
H -1.36 -0.65 2.04
H 0.03 -1.44 1.64
H 0.94 1.35 1.83
H -0.71 1.33 1.17
H 1.15 1.37 -0.55
H 1.61 -0.29 -0.06
H -1.15 0.32 -0.74
H 1.14 -0.67 -2.19
H -1.57 -0.60 -3.13
```


[5]
Here is a cluster of 2 separate species, C11H11N in total from the Open Molecules 2025 dataset. Energies are from ωB97M-V/def2-TZVPD.

Energy relative to the best compared isomer or geometry (same formula, charge and spin), eV: 3.753
HOMO energy, eV: -9.006
Structure (SMILES): c1ccccc1.c1ccncc1
HOMO-LUMO gap, Ha: 0.353
Net charge: 0
LUMO level, eV: 0.59

```
23
C11H11N (ωB97M-V/def2-TZVPD)
C 3.16 1.04 -0.84
C 3.04 -0.33 -0.84
C 2.55 -1.16 0.14
C 2.18 -0.60 1.42
C 1.99 0.78 1.41
C 2.48 1.66 0.33
H 3.55 1.74 -1.58
H 3.18 -0.90 -1.82
H 2.40 -2.12 -0.11
H 1.79 -1.31 2.09
H 1.57 1.18 2.22
H 2.18 2.67 0.79
C -2.59 -0.79 -1.43
C -3.06 -1.50 -0.26
C -3.24 -0.87 0.94
N -3.03 0.54 1.21
C -2.47 1.21 0.18
C -2.13 0.52 -1.05
H -2.36 -1.17 -2.45
H -3.66 -2.48 -0.52
H -3.69 -1.42 1.82
H -2.23 2.27 0.15
H -1.59 1.05 -1.81
```


[6]
Here is a structure of composition C5H9BrSi from the Open Molecules 2025 dataset. Energies are from ωB97M-V/def2-TZVPD.

Energy relative to the best compared isomer or geometry (same formula, charge and spin), eV: 6.644
HOMO energy (alpha / beta), eV: -7.836 / -7.836
HOMO-LUMO gap (alpha / beta), Ha: 0.240 / 0.240
Net charge: 0
LUMO level (alpha / beta), eV: -1.31 / -1.31

```
16
C5H9BrSi (ωB97M-V/def2-TZVPD)
C 0.21 0.00 -0.85
C -0.71 -0.09 -2.37
C 0.48 0.36 1.52
C -1.80 0.45 0.61
C -0.31 0.73 0.26
Si 1.69 -1.11 -1.06
Br 0.18 -1.13 -3.59
H 1.56 0.37 1.44
H 0.23 1.11 2.32
H 0.18 -0.63 1.82
H -2.11 -0.47 0.28
H -2.35 1.34 0.29
H -1.89 0.46 1.71
H -0.19 1.80 0.11
H 3.06 -0.59 -1.19
H 1.78 -2.58 -1.30
```


[7]
Here is a cluster of 8 separate species, C49H88N3O27S2 in total from the Open Molecules 2025 dataset. Energies are from ωB97M-V/def2-TZVPD.

Energy relative to the best compared isomer or geometry (same formula, charge and spin), eV: 4.906
HOMO energy, eV: -11.161
HOMO-LUMO gap, Ha: 0.327
Net charge: +1
LUMO level, eV: -2.26

```
169
C49H88N3O27S2 (ωB97M-V/def2-TZVPD)
C 1.84 2.92 4.86
C 0.60 3.22 3.90
O -0.08 2.01 3.58
C -1.26 2.28 2.76
C -0.99 1.50 1.39
O 0.29 1.86 0.96
C 0.69 1.49 -0.42
C 0.20 2.78 -1.16
C 0.13 3.12 -2.68
C -1.37 3.01 -3.27
O 0.96 2.52 -3.68
C 1.62 3.60 -4.38
C 2.58 3.17 -5.53
C 3.97 3.72 -5.49
C 4.99 3.46 -6.51
C 4.66 2.60 -7.66
C 3.30 2.03 -7.70
C 2.26 2.31 -6.68
C -0.15 0.23 -0.89
O -1.44 0.49 -1.44
C 0.65 -0.42 -2.13
C 2.18 -0.73 -1.91
N 2.14 -2.00 -1.08
C 2.72 -1.33 -3.28
C 1.67 -1.88 -4.33
C 1.26 -0.77 -5.43
S 2.03 -1.22 -7.06
N 3.01 0.36 -1.25
C 3.35 1.50 -2.21
C 4.78 2.15 -2.16
C 4.20 -0.19 -0.56
C 5.30 -0.88 -1.63
C 5.56 -2.46 -1.37
O 6.56 -1.31 -1.03
C 2.23 1.14 -0.16
S 2.01 -0.01 1.39
N 3.07 2.09 0.54
C 2.96 3.31 0.51
O 2.88 4.43 0.20
H 2.32 1.92 4.62
H 2.66 3.68 4.73
H 1.52 2.93 5.94
H 1.05 3.74 2.99
H -0.04 3.99 4.42
H -2.17 1.87 3.27
H -1.30 3.38 2.53
H -1.86 1.78 0.73
H -1.15 0.40 1.65
H 0.62 3.69 -0.62
H -0.89 2.88 -0.86
H 0.29 4.24 -2.77
H -1.47 3.68 -4.18
H -1.58 1.96 -3.62
H -2.14 3.37 -2.54
H 0.88 4.32 -4.84
H 2.27 4.12 -3.60
H 4.26 4.41 -4.65
H 6.00 3.94 -6.43
H 5.43 2.42 -8.45
H 3.06 1.37 -8.58
H 1.23 1.88 -6.76
H -0.25 -0.59 -0.14
H -2.10 0.08 -0.85
H 0.36 0.13 -3.06
H 0.12 -1.42 -2.20
H 1.37 -1.98 -0.42
H 1.91 -2.79 -1.70
H 3.40 -2.22 -3.07
H 3.42 -0.67 -3.87
H 2.24 -2.64 -4.94
H 0.80 -2.44 -3.92
H 1.70 0.19 -5.03
H 0.15 -0.64 -5.51
H 3.40 -1.19 -6.86
H 3.10 1.32 -3.28
H 2.72 2.42 -2.00
H 5.57 1.60 -2.75
H 5.17 2.36 -1.11
H 4.73 3.17 -2.65
H 4.12 -1.09 0.08
H 4.92 0.50 -0.05
H 5.29 -0.52 -2.73
H 6.09 -3.07 -2.13
H 5.26 -2.79 -0.34
H 3.24 -0.09 2.00
C -2.13 0.88 -12.25
O -2.37 -0.16 -11.30
C -1.27 -0.58 -10.66
O -0.16 -0.16 -10.82
O -1.64 -1.55 -9.81
C -0.56 -2.10 -9.05
H -3.09 1.14 -12.70
H -1.73 1.77 -11.76
H -1.46 0.54 -13.04
H -0.10 -1.33 -8.43
H 0.18 -2.56 -9.71
H -0.96 -2.87 -8.40
C -6.52 -4.40 -5.19
O -5.24 -4.04 -5.68
C -5.26 -3.34 -6.83
O -6.25 -3.01 -7.43
O -4.00 -3.07 -7.18
C -3.87 -2.32 -8.39
H -6.38 -4.96 -4.26
H -7.11 -3.51 -4.96
H -7.05 -5.03 -5.90
H -4.35 -1.35 -8.30
H -4.29 -2.88 -9.24
H -2.81 -2.16 -8.58
C 4.22 1.04 10.02
O 5.54 1.36 9.58
C 5.59 2.06 8.44
O 4.63 2.42 7.79
O 6.87 2.29 8.14
C 7.07 3.03 6.94
H 4.31 0.47 10.94
H 3.65 1.95 10.22
H 3.71 0.42 9.28
H 6.62 4.02 7.02
H 6.67 2.49 6.08
H 8.14 3.16 6.81
C 3.42 -4.44 10.31
O 2.19 -4.23 11.00
C 1.72 -2.98 10.91
O 2.24 -2.07 10.32
O 0.57 -2.92 11.59
C -0.04 -1.63 11.59
H 3.70 -5.49 10.45
H 3.30 -4.26 9.24
H 4.21 -3.82 10.72
H -0.30 -1.33 10.57
H 0.61 -0.89 12.05
H -0.96 -1.70 12.17
C -1.86 4.12 11.31
O -0.61 3.59 10.88
C 0.09 4.41 10.08
O -0.25 5.51 9.73
O 1.23 3.80 9.75
C 2.08 4.57 8.89
H -2.33 3.37 11.95
H -1.71 5.03 11.90
H -2.51 4.31 10.46
H 2.39 5.49 9.38
H 1.59 4.78 7.95
H 2.97 3.97 8.69
C -7.29 -7.22 1.68
O -5.99 -6.87 1.18
C -6.01 -6.17 0.04
O -7.00 -5.84 -0.56
O -4.75 -5.91 -0.31
C -4.63 -5.16 -1.52
H -7.14 -7.78 2.60
H -7.87 -6.33 1.90
H -7.81 -7.86 0.97
H -5.11 -4.19 -1.42
H -5.05 -5.71 -2.36
H -3.56 -5.00 -1.70
C -10.81 -0.96 0.89
O -9.84 -1.59 1.72
C -8.76 -2.04 1.06
O -8.57 -1.95 -0.12
O -7.94 -2.61 1.96
C -6.75 -3.14 1.39
H -11.63 -0.63 1.53
H -10.38 -0.08 0.40
H -11.20 -1.66 0.15
H -6.16 -2.35 0.92
H -6.98 -3.93 0.67
H -6.16 -3.57 2.20
```


[8]
Here is a cluster of 2 separate species, C4H12OS2 in total from the Open Molecules 2025 dataset. Energies are from ωB97M-V/def2-TZVPD.

Energy relative to the best compared isomer or geometry (same formula, charge and spin), eV: 3.853
HOMO energy, eV: -7.825
Structure (SMILES): CCCSSC.O
HOMO-LUMO gap, Ha: 0.254
Net charge: 0
LUMO level, eV: -0.92

```
19
C4H12OS2 (ωB97M-V/def2-TZVPD)
C -2.11 1.93 -0.63
C -1.42 2.24 0.67
C 0.08 2.26 0.36
S 0.41 0.59 -0.24
S 1.57 -1.14 -0.87
C 1.19 -2.70 -0.03
H -1.65 1.17 -1.37
H -1.91 2.83 -1.23
H -3.23 1.76 -0.59
H -1.65 1.34 1.38
H -1.66 3.21 1.08
H 0.56 2.52 1.36
H 0.41 3.05 -0.24
H 0.36 -3.12 -0.52
H 1.04 -2.40 1.02
H 1.97 -3.44 0.03
O -1.16 -2.09 1.41
H -2.00 -1.79 1.01
H -1.12 -2.08 2.35
```